The following is a DFT calculation (ωB97M-V/def2-TZVPD) of a structure of composition C25H35BrClGeMnNO7.

XYZ file:
```
72
Properties=species:S:1:pos:R:3:forces:R:3
Mn -0.247437 0.110143 0.440499 -0.0061 -0.0990 0.0061
C -2.570337 -2.384485 1.650727 -0.0012 0.0143 -0.0033
C -1.110350 -2.658304 1.984185 -0.0107 -0.0332 0.0028
C -0.764301 -2.185290 3.393074 -0.0166 0.0056 -0.0259
C -0.831951 -4.155349 1.849139 -0.0099 0.0128 -0.0007
O -0.322454 -1.953991 1.014858 0.0557 0.0238 0.0507
Ge 1.579279 -2.087226 0.853330 -0.0137 0.0817 -0.0275
O 1.500333 -0.245653 1.436533 -0.1276 -0.0515 0.0860
C 2.501518 0.448942 2.192724 0.0476 0.0151 0.0072
C 3.697513 0.723609 1.286973 0.0008 -0.0038 0.0028
C 1.905311 1.748344 2.713233 0.0194 0.0179 -0.0006
C 2.915797 -0.425834 3.374713 -0.0261 -0.0099 -0.0111
O 1.337866 -1.325343 -0.839406 0.0432 0.0102 0.0113
C 1.137333 -2.097126 -2.021969 -0.0294 -0.0435 -0.0542
C 0.935726 -1.109926 -3.166523 0.0065 0.0210 0.0200
C 2.377093 -2.950393 -2.287943 0.0014 0.0016 0.0032
C -0.098240 -2.986437 -1.889849 0.0068 -0.0166 -0.0073
H -3.226555 -2.904625 2.351463 0.0032 -0.0033 0.0021
H -2.788092 -2.722854 0.636456 -0.0040 0.0050 -0.0041
H -2.787706 -1.319701 1.704374 0.0041 -0.0118 -0.0002
H -1.391632 -2.689647 4.131481 -0.0024 -0.0111 -0.0096
H -0.920077 -1.111351 3.482010 0.0172 0.0082 0.0151
H 0.280444 -2.417968 3.618828 0.0101 0.0123 0.0085
H -1.456095 -4.716794 2.547429 -0.0016 0.0011 -0.0025
H 0.212667 -4.383879 2.071685 0.0048 0.0055 -0.0060
H -1.056949 -4.492600 0.835884 0.0016 0.0006 0.0002
H 3.395460 1.345454 0.444207 -0.0059 -0.0040 -0.0015
H 4.103667 -0.213991 0.898698 0.0064 0.0011 -0.0014
H 4.486332 1.240258 1.838458 0.0011 -0.0031 -0.0008
H 1.660669 2.420936 1.892570 0.0059 -0.0079 0.0031
H 2.627932 2.247808 3.362657 -0.0049 0.0007 0.0020
H 0.993036 1.551734 3.276438 -0.0005 -0.0058 -0.0070
H 3.360659 -1.363729 3.036105 -0.0026 -0.0045 0.0020
H 2.044805 -0.652205 3.991742 -0.0006 -0.0035 -0.0023
H 3.650271 0.097487 3.989682 0.0045 0.0041 -0.0031
H 1.838566 -0.515088 -3.319246 -0.0052 -0.0006 -0.0071
H 0.110035 -0.435714 -2.935959 0.0059 0.0037 -0.0055
H 0.711527 -1.636384 -4.096886 0.0004 -0.0110 0.0015
H 3.262114 -2.314254 -2.350647 -0.0015 0.0014 0.0058
H 2.273805 -3.499380 -3.226814 -0.0017 0.0019 0.0002
H 2.529564 -3.675471 -1.485183 0.0041 -0.0006 -0.0019
H -0.960719 -2.383134 -1.607622 -0.0132 0.0016 -0.0005
H 0.052311 -3.745862 -1.119038 -0.0021 0.0000 0.0006
H -0.299945 -3.497550 -2.834763 0.0047 0.0040 -0.0023
O -2.981742 0.854956 3.763757 -0.0238 0.0124 0.0261
Cl -2.684828 1.252425 2.393093 0.0833 -0.0671 -0.0138
O -2.738300 2.710049 2.267475 -0.0164 0.0431 0.0018
O -1.215982 0.876733 2.181227 -0.0010 0.0183 -0.0091
O -1.667520 -0.051735 -0.774634 -0.0587 -0.0073 -0.0092
Br -5.083325 3.087904 -4.616053 0.0013 0.0000 0.0014
C -3.996990 2.108986 -3.394812 0.0043 -0.0139 0.0006
C -3.448941 0.899815 -3.785720 -0.0046 0.0072 -0.0067
C -2.658731 0.191925 -2.895875 0.0087 -0.0185 -0.0104
C -2.401453 0.676011 -1.605554 -0.0093 0.0070 0.0100
C -2.981386 1.896224 -1.234690 -0.0063 0.0125 -0.0041
C -3.769930 2.608314 -2.124098 0.0052 0.0052 0.0078
H -3.637202 0.511799 -4.778051 0.0001 0.0014 -0.0003
H -2.230332 -0.759526 -3.184708 0.0030 -0.0058 0.0002
H -2.820948 2.285271 -0.238352 -0.0004 -0.0069 0.0098
H -4.209643 3.549595 -1.822165 0.0011 -0.0012 0.0025
N 2.094736 6.477275 -2.465368 0.0164 -0.0042 0.0013
C 1.717918 5.489907 -2.010918 -0.0416 -0.0081 0.0016
C 1.246804 4.255863 -1.441621 0.0145 -0.0118 0.0029
C 0.258163 4.270669 -0.459186 0.0073 0.0081 -0.0075
C -0.185314 3.078831 0.092644 -0.0112 -0.0066 0.0184
C 0.350045 1.863700 -0.329038 0.0565 0.0586 -0.0604
C 1.344680 1.859026 -1.303521 -0.0053 0.0083 0.0117
C 1.792310 3.045158 -1.863823 0.0167 0.0214 -0.0080
H -0.155028 5.215188 -0.129026 -0.0038 -0.0031 0.0033
H -0.936378 3.105733 0.872681 -0.0042 0.0143 -0.0088
H 1.784931 0.919974 -1.610053 -0.0007 0.0130 -0.0067
H 2.565595 3.042752 -2.621921 0.0009 -0.0066 0.0012
```
Positions in Å, forces in eV/Å.

## Properties
LUMO (spin up / spin down)   2.164 / 2.494 eV
Expectation value of S²   6.1348
Net charge   -1
Spin multiplicity   5
Relative energy (zero: lowest compared OMol25 entry of this formula, charge and spin)   0.0117 eV
HOMO energy (spin up / spin down)   -5.5 / -5.6 eV
Largest force on an atom   0.16 eV Å⁻¹